A structure of composition C23H37AuN4OS. Source: the OMol25 dataset; level of theory: the ωB97M-V functional and the def2-TZVPD basis.

Properties
Largest force on an atom ... 0.381 eV/A
Gap between HOMO and LUMO (alpha / beta) ... 9.2 / 5.8 eV
Total energy ... -46970.701 eV
2S+1 ... 3
Charge ... +2
Relative energy (zero: lowest compared OMol25 entry of this formula, charge and spin) ... 0.000 eV

```
67
Properties=species:S:1:pos:R:3:mulliken_charge:R:1
C -2.85 -2.59 -0.80 -1.004
H 4.07 5.86 0.28 0.338
Au -0.61 0.26 -0.32 0.977
C 0.54 -0.55 2.86 -0.816
H -3.67 -3.01 -1.39 0.440
H -1.43 -4.14 -1.29 0.406
N 2.35 1.58 1.35 -0.183
H 0.88 -1.45 -5.34 0.397
H 3.48 1.33 3.05 0.481
H -2.54 2.21 0.64 0.449
H -2.99 -2.91 0.23 0.267
H -2.93 -1.50 -0.85 0.144
C 0.82 -2.82 -1.17 -0.179
H -0.66 -2.34 -5.19 0.352
H 0.93 -2.36 -2.16 0.084
H -2.86 0.73 -5.04 0.397
C 3.22 4.22 1.31 0.823
N -0.63 -0.11 -2.47 -0.361
C -0.73 -0.13 -3.61 -0.489
H 0.77 -2.54 3.24 0.345
H 4.33 5.90 2.04 0.367
H 1.83 -2.86 0.73 0.157
C -0.51 0.52 2.78 0.677
H 0.53 -1.53 5.39 0.331
C 3.63 3.35 2.33 -0.704
C 3.18 2.03 2.29 -0.172
H 1.34 -0.28 3.54 0.462
N 0.00 -1.88 3.37 0.135
H -3.24 3.26 2.73 0.457
C -2.47 2.50 2.75 -0.635
H 0.96 -0.75 1.87 -0.406
H -1.18 -1.24 4.99 0.475
C 1.92 -2.38 -0.25 -0.809
C -2.36 -0.17 -5.41 -1.547
C -1.86 2.17 3.94 -0.918
O -0.45 -2.45 -0.63 -0.261
H -0.28 1.07 -6.73 0.427
H 0.84 -3.91 -1.31 0.463
C 3.63 5.65 1.25 -1.201
H -1.44 -2.78 -2.42 0.028
S 1.03 2.04 -0.92 -0.098
C -0.18 -1.44 -5.59 -1.547
H 2.75 6.28 1.35 0.311
H -2.47 -0.19 -6.50 0.417
H -1.98 -1.70 2.71 0.434
H 1.91 -1.29 -0.11 -0.016
H -0.57 -2.90 5.12 0.358
C -1.10 0.89 1.56 0.604
C -0.87 1.19 3.95 -0.511
H -0.37 0.95 4.88 0.568
C -2.08 1.89 1.57 -0.838
H -0.28 -1.47 -6.68 0.431
H 4.29 3.68 3.11 0.388
C -1.15 -2.38 2.56 -0.719
N 2.45 3.75 0.33 -0.469
C -0.32 -1.89 4.82 -0.897
H 0.88 1.11 -5.39 0.382
H -2.86 -1.04 -5.00 0.374
H -1.40 -3.38 2.91 0.478
H -0.65 2.00 -5.27 0.399
C 2.05 2.48 0.41 0.398
C -1.53 -3.06 -1.36 -0.039
C -0.87 -0.16 -5.08 2.066
C -0.18 1.09 -5.64 -1.657
H 2.89 -2.65 -0.67 0.516
H -0.86 -2.40 1.51 0.036
H -2.12 2.67 4.86 0.438
```

A cluster of 6 separate species, C23H37Cl2FNO15 in total. Source: the OMol25 dataset; level of theory: the ωB97M-V functional and the def2-TZVPD basis.

Properties
Largest force on an atom ... 3.337 eV/A
Gap between HOMO and LUMO ... 8.4 eV
Total energy ... -84406.498 eV
Charge ... +1

```
79
Properties=species:S:1:pos:R:3:mulliken_charge:R:1
O 4.48 2.33 -3.18 -0.293
C 5.70 6.86 -1.81 0.579
H -8.20 -5.00 7.17 0.379
C 5.82 2.55 -3.27 0.647
C -3.48 1.40 4.65 -0.430
H -9.97 -2.93 6.11 0.322
O -0.15 1.98 4.23 -0.572
H -1.60 -3.89 -5.90 0.229
H -7.08 -4.99 5.78 0.354
C 5.77 5.98 -3.05 -1.377
Cl -3.17 -0.81 -0.55 -0.132
H -0.89 -0.84 1.60 0.283
C -0.84 -2.04 -1.85 -0.743
H -3.13 -2.03 4.87 0.373
C -7.54 -1.56 4.68 0.666
C -1.26 1.53 4.46 0.629
C -7.82 -3.03 6.34 0.447
C -0.70 -5.67 -6.72 -1.440
H -4.25 1.73 5.34 0.321
O 0.79 -2.58 -5.57 -0.261
C -0.41 0.19 -0.26 -0.409
H 1.22 -3.86 -7.11 0.322
H 5.17 -0.89 -0.78 0.360
H 6.64 5.30 -3.00 0.374
C -9.06 -2.97 5.50 -0.511
H -3.47 -1.15 3.39 0.214
H -1.46 -6.29 -6.24 0.349
H 5.44 1.67 -0.70 0.293
H 0.33 -2.02 -1.71 0.343
O -2.37 2.29 4.68 -0.321
H -9.15 -3.80 4.79 0.307
O 6.63 6.59 1.45 -0.560
C -2.87 0.10 5.06 0.547
H -1.58 0.08 -2.22 0.391
H -2.80 0.01 6.15 0.238
F 0.81 -1.60 0.83 -0.074
C -7.39 -4.44 6.68 -1.412
C 0.35 -3.38 -6.66 -0.494
H 6.84 -0.32 -0.60 0.357
H -6.52 -4.42 7.35 0.350
C -0.61 -4.33 -6.01 0.511
O 6.51 1.70 -2.44 -0.338
O 6.96 8.01 -0.31 -0.307
H 7.78 7.44 -2.10 0.319
H 4.73 7.37 -1.77 0.230
C -3.58 -1.11 4.48 -1.091
H -7.93 -2.44 7.25 0.250
H 5.83 6.57 -3.96 0.384
H 3.40 1.18 -1.85 -0.503
H -4.64 -1.11 4.73 0.167
H 4.22 0.30 -3.17 0.473
C -1.43 -0.62 -1.27 -0.001
H 0.24 -6.22 -6.65 0.360
N -0.05 -0.56 1.01 0.109
H -1.01 1.16 0.09 0.450
H -0.14 -2.75 -7.42 0.322
O -0.05 -4.49 -4.71 -0.295
H -3.88 1.39 3.63 0.289
C 5.98 -0.34 -1.27 -1.457
O 6.35 3.38 -4.00 -0.585
H 0.47 0.15 1.61 0.410
H 6.29 -0.89 -2.17 0.372
O 1.14 -3.07 -3.37 -0.596
O -8.89 -1.77 4.77 -0.339
O 5.84 6.08 -0.64 -0.302
C 6.84 7.83 -1.71 -0.506
C 4.31 1.13 -2.45 0.311
C 6.49 6.87 0.28 0.608
Cl 1.06 0.83 -1.21 -0.130
O -6.86 -2.40 5.51 -0.267
H -1.25 -2.91 -1.16 0.262
C 5.55 1.07 -1.61 0.436
H 4.88 5.34 -3.10 0.250
H -0.97 -5.54 -7.77 0.384
O -1.55 0.19 4.54 -0.352
C 0.67 -3.35 -4.45 0.584
O -7.02 -0.73 3.96 -0.543
H -1.13 -2.23 -2.99 0.162
H 6.61 8.78 -2.20 0.323
```

A structure of composition C23H37FN3O7PPb. Source: the OMol25 dataset; level of theory: the ωB97M-V functional and the def2-TZVPD basis.

Properties
Largest force on an atom ... 4.188 eV/A
Gap between HOMO and LUMO (alpha / beta) ... 4.3 / 4.6 eV
Total energy ... -60469.784 eV
Charge ... +4
Relative energy (zero: lowest compared OMol25 entry of this formula, charge and spin) ... 4.162 eV

```
73
Properties=species:S:1:pos:R:3:mulliken_charge:R:1
H -6.65 2.20 2.89 0.368
O 1.27 -3.03 1.08 -0.564
H -4.27 -1.11 2.53 0.337
H 5.70 -4.15 -2.29 0.341
C -5.86 5.25 2.43 -1.286
C 0.89 -3.67 -4.12 -1.169
C 1.09 -2.29 -3.54 -0.015
H 0.19 -1.98 -2.99 0.267
C -4.93 3.19 3.77 -0.607
H 5.62 -2.40 0.36 0.163
H -3.89 5.33 1.68 0.467
C 1.58 -1.87 1.10 0.130
H -5.56 5.78 3.34 0.447
N -6.95 4.30 2.77 0.009
C -3.12 2.66 2.14 -0.138
O 1.06 0.79 -0.03 -1.039
C -6.44 3.09 3.49 -0.708
H 3.98 -4.36 -2.67 0.296
C -1.10 2.37 0.78 -0.931
C 0.41 -0.94 1.49 -0.202
H -3.44 -2.67 2.46 0.370
N -1.57 -0.67 2.80 0.081
C -2.48 -1.27 3.78 -0.982
C 4.54 -0.13 -6.01 -1.247
C 0.28 0.32 0.83 1.564
H 6.04 -2.99 -4.49 0.309
H 0.63 -4.39 -3.35 0.336
C -2.18 3.12 1.17 0.471
H -4.61 2.28 4.27 0.358
H 7.21 -1.78 0.89 0.309
H 5.83 -1.80 2.02 0.307
H -2.72 -0.52 4.53 0.450
H -0.41 -2.39 2.79 0.529
H 1.80 -4.01 -4.62 0.277
C 5.17 -3.62 -4.32 -0.945
C -0.88 1.08 1.29 0.650
H 4.39 1.02 -4.20 0.344
H -0.41 2.78 0.06 0.573
O 2.68 -1.31 0.83 -0.621
H -1.95 -2.07 4.29 0.458
O 2.17 -2.35 -2.58 -0.180
C -0.53 -1.39 2.38 0.125
N -4.19 3.41 2.55 0.192
P 3.45 -1.46 -2.48 0.511
C -3.72 -1.85 3.12 -1.022
H -6.95 2.97 4.45 0.449
H -7.65 4.79 3.35 0.386
C -2.88 1.37 2.64 -0.131
H -6.24 6.00 1.74 0.473
O 4.66 -2.44 -2.21 -0.101
H -7.45 4.01 1.92 0.399
H -4.93 4.22 0.77 0.486
C 4.59 -0.02 -4.50 -0.209
H 5.56 -0.33 -4.09 0.352
C 4.85 -3.73 -2.85 -0.159
C -1.79 0.58 2.26 -0.503
H -4.38 -2.25 3.88 0.394
C -4.67 4.56 1.78 -0.347
H -3.60 0.94 3.32 0.393
H 6.27 0.29 1.00 0.288
O 5.74 -0.36 0.50 -0.468
H 3.53 0.04 -6.38 0.315
F -2.31 4.32 0.61 -0.287
H 0.07 -3.63 -4.84 0.425
H 4.32 -3.19 -4.87 0.135
H -4.73 4.02 4.46 0.302
C 6.12 -1.66 0.98 -0.481
H 5.36 -4.61 -4.73 0.449
H 4.86 -1.12 -6.34 0.316
H 1.32 -1.55 -4.31 0.280
O 3.55 -0.84 -3.96 -0.141
Pb 3.50 0.41 -0.31 1.186
H 5.19 0.63 -6.45 0.416
```

A structure of composition C23H37N3O4. Source: the OMol25 dataset; level of theory: the ωB97M-V functional and the def2-TZVPD basis.

Properties
Largest force on an atom ... 19.842 eV/A
Gap between HOMO and LUMO ... 8.0 eV
Total energy ... -37091.968 eV
Relative energy (zero: lowest compared OMol25 entry of this formula, charge and spin) ... 19.870 eV

```
67
Properties=species:S:1:pos:R:3:mulliken_charge:R:1
C -3.71 1.29 0.42 -0.105
H -3.80 3.19 1.26 0.252
H 2.70 2.26 -1.27 0.615
N 3.05 0.33 0.47 1.035
C 2.00 2.12 -1.82 -0.338
C 2.49 2.15 -3.15 -1.512
H -1.45 -1.84 -0.08 -0.280
H 3.49 1.19 2.35 0.895
C -1.80 -2.93 -1.79 -0.037
O 1.34 0.69 -1.68 -0.591
C 3.38 -0.59 -0.51 -0.180
C 0.73 0.82 -0.47 -0.649
H 5.18 -1.14 -1.37 0.235
H 1.77 2.11 -4.07 0.273
C -3.57 2.57 0.13 -1.553
H 3.04 1.26 -3.34 0.342
H -0.74 2.23 5.06 0.275
C 5.17 0.53 1.16 -0.857
H 4.80 0.59 -1.35 0.827
O 5.55 -0.31 0.38 -0.283
H -0.19 -3.87 -2.97 0.282
O -1.20 0.35 3.39 -0.427
H -2.75 0.49 2.07 0.340
C -0.55 0.14 4.46 -0.286
H -1.36 0.90 -1.03 1.185
H 0.59 1.46 5.89 0.351
H -3.96 -1.96 -2.93 0.307
H 2.84 3.06 -3.45 0.511
H -4.28 3.06 -0.40 0.521
C 3.76 0.52 1.70 -1.329
C -1.20 0.53 0.79 0.315
H -3.74 -1.42 0.65 0.717
H 3.33 -1.57 -0.01 0.390
H -1.19 -0.16 5.24 0.425
H -2.22 -3.44 0.32 0.254
H -4.61 0.84 0.72 0.644
O -3.54 1.57 -2.11 -0.711
H 2.74 -0.60 -1.39 0.305
H 5.74 0.47 2.12 0.345
C -1.96 -1.87 -2.81 -0.292
H -2.57 -3.64 -2.08 0.195
H -1.09 -1.13 -2.65 -0.239
H -3.27 -0.33 -3.57 0.236
H -1.74 -2.30 -3.73 0.794
H -4.34 -2.39 -0.60 0.474
C -0.74 0.82 -0.23 0.091
H -2.57 2.74 0.05 0.291
C -2.29 -2.47 -0.52 0.333
C -3.29 -1.12 -2.56 -0.885
H 1.08 2.97 -1.61 0.232
C 0.08 1.45 4.88 -1.094
C 4.66 -0.23 -0.95 -1.366
H -0.40 -4.58 -1.14 0.539
H 3.76 -0.57 2.12 0.448
H 5.10 1.85 0.76 0.152
H 1.68 -0.04 2.85 0.708
C -3.61 -1.76 -0.25 -1.170
H 0.28 -0.59 4.32 0.289
N -2.55 0.60 1.06 0.156
C -3.54 0.58 -1.25 0.000
C 0.98 0.15 2.09 -0.914
N -3.43 -0.79 -1.31 0.415
H 0.79 1.88 4.21 0.325
C -0.43 0.32 2.18 0.230
C -0.32 -3.84 -1.78 -1.245
C 1.53 0.55 0.61 -1.359
H 0.38 -3.12 -1.46 0.151
```

A cluster of 7 separate species, C23H38BBr2Cl12F3N in total. Source: the OMol25 dataset; level of theory: the ωB97M-V functional and the def2-TZVPD basis.

Properties
Largest force on an atom ... 1.155 eV/A
Gap between HOMO and LUMO ... 7.3 eV
Total energy ... -325144.049 eV
Charge ... -1

```
80
Properties=species:S:1:pos:R:3:mulliken_charge:R:1
C -0.06 -4.19 -1.57 0.064
H 3.73 -0.92 -1.16 0.103
Cl -1.75 6.03 -3.17 -0.194
Cl 7.08 1.64 -1.29 -0.187
H -1.24 -5.38 -2.94 0.382
H -2.82 8.64 0.23 0.327
Cl -5.79 -8.27 2.65 -0.224
H 6.05 -0.03 -2.61 0.255
H -1.79 6.63 1.11 0.272
C -0.08 0.86 -0.72 -0.175
H -6.57 -4.17 3.60 0.326
C 0.03 7.06 -4.97 -0.504
C -1.17 1.67 -0.93 -0.480
F 0.00 -4.32 1.75 -0.135
Cl -2.78 -4.45 -1.42 -0.213
H -4.58 -6.27 2.97 -0.439
Cl -4.30 -4.29 4.15 -0.195
Cl -5.67 -2.94 6.96 -0.188
H -6.31 -5.06 5.10 0.352
H 2.61 -2.42 0.53 0.275
C 1.29 -4.23 2.06 0.310
H -3.16 -6.22 1.04 0.002
C 5.80 1.82 -3.70 -0.586
H -0.07 4.53 0.00 -0.255
H -1.02 8.02 1.89 0.399
Cl -3.34 -8.42 0.24 -0.212
C 2.25 -0.48 1.44 -1.167
H 2.00 -1.23 -1.51 0.015
C 2.74 -0.45 -1.29 -0.817
N -1.24 2.99 -0.71 -0.666
C 1.71 -2.77 2.42 0.789
C 1.11 1.37 -0.19 0.558
Cl -0.94 9.95 -0.28 -0.210
C -4.35 -7.23 2.50 0.309
C 3.74 1.42 0.31 -1.230
H 3.86 2.09 -0.54 0.272
C -0.09 3.46 -0.20 0.467
H 7.53 0.62 -3.34 0.377
C -6.03 -4.17 4.55 -0.488
H -0.15 -0.19 -0.97 0.129
F 2.01 -4.68 1.03 -0.192
C -3.96 -6.97 1.07 -0.103
H 3.18 -0.47 2.01 0.236
C 1.04 2.74 0.08 -0.513
H 4.66 0.84 0.46 0.248
H 0.53 6.57 -2.92 0.303
H 0.89 -4.69 -1.75 0.358
Cl 4.17 2.14 -3.07 -0.089
C 1.87 -1.93 1.16 -0.354
C -1.20 -5.13 -1.88 -0.479
Cl 0.42 6.90 0.41 -0.182
H 5.66 1.37 -4.68 0.286
H 3.57 2.05 1.19 0.261
H 2.85 0.19 -2.16 0.190
H -0.09 -3.86 -0.54 -0.250
H -0.48 8.01 -3.13 0.239
H 0.91 -1.97 0.65 0.091
H -5.98 -2.03 4.81 0.328
H -2.08 1.21 -1.32 0.377
Cl -0.09 -2.75 -2.62 -0.183
H 1.46 -0.03 2.05 0.302
H 0.85 7.76 -5.13 0.323
Br 1.59 -5.48 3.56 -0.141
C 6.60 0.88 -2.83 -0.423
H 6.31 2.77 -3.83 0.346
C -6.36 -2.92 5.31 -0.494
H -1.08 -6.06 -1.31 0.302
H -4.80 -6.59 0.49 0.312
H -0.82 7.39 -5.55 0.332
F 2.91 -2.89 3.04 -0.327
Br 0.36 -2.09 3.64 -0.104
C -1.81 8.40 -0.08 -0.068
B 2.43 0.44 0.07 0.825
H -1.85 7.91 -1.05 -0.074
H 1.89 3.24 0.52 0.177
H -3.54 -7.70 3.05 0.383
C -1.16 7.51 0.94 -0.496
H -7.44 -2.82 5.42 0.333
C -0.29 7.00 -3.50 -0.308
Cl 0.56 5.48 -5.61 -0.189
```

A structure of composition C23H38BN7O2PdS3. Source: the OMol25 dataset; level of theory: the ωB97M-V functional and the def2-TZVPD basis.

Properties
Largest force on an atom ... 0.657 eV/A
Gap between HOMO and LUMO (alpha / beta) ... 8.7 / 4.7 eV
Total energy ... -75643.642 eV
2S+1 ... 5
Charge ... +2
Relative energy (zero: lowest compared OMol25 entry of this formula, charge and spin) ... 0.000 eV

```
75
Properties=species:S:1:pos:R:3:mulliken_charge:R:1
C 1.54 1.68 0.66 0.080
N -1.41 0.80 1.41 0.673
C -0.61 -3.51 2.13 -0.207
C 2.47 -4.68 0.69 -1.519
H -0.29 0.25 3.23 -0.159
O -1.17 1.60 -3.29 -0.578
H 2.33 0.23 -3.39 0.215
H 0.98 -5.48 -1.52 0.499
C -0.87 -2.25 2.52 -1.226
C -4.23 1.35 -1.81 -1.567
H 0.80 -6.77 0.54 0.457
C -1.95 1.86 2.04 -0.982
N 1.45 -0.27 -3.43 -0.470
H -5.58 -0.33 0.94 0.409
H 1.03 -3.71 -1.51 0.250
C 3.94 4.47 1.13 -1.615
C 2.91 3.85 -1.04 -1.999
H 4.55 1.63 -0.79 0.302
N -3.40 1.21 0.53 0.458
N 2.67 2.37 1.00 0.550
H -6.26 -0.22 -0.68 0.482
H 5.51 3.12 -0.72 0.462
H -1.54 -1.89 3.28 0.664
N 1.16 0.91 1.73 0.443
H 3.04 4.99 1.48 0.400
H -0.72 -5.98 0.89 0.485
C -3.18 2.13 1.48 -0.296
C 4.82 2.49 -0.16 -1.431
C 3.03 1.97 2.24 -0.317
Pd 0.19 -0.46 -1.56 0.390
H -3.68 2.28 -1.93 0.434
H 5.35 2.12 0.72 0.387
O -1.24 -0.63 -3.25 -0.779
H -3.63 0.54 -2.22 0.353
H 0.94 1.31 -4.77 0.329
N -0.04 -1.41 1.81 0.167
S -2.09 -0.87 -0.62 0.019
H 1.97 0.63 3.67 0.669
H 4.54 5.18 0.57 0.467
S 0.70 1.76 -0.81 -0.308
C -0.78 0.51 -3.67 0.979
H 2.97 -3.84 0.21 0.320
H -5.15 1.42 -2.40 0.528
H -0.49 -4.57 -1.16 0.396
H 4.53 4.17 1.99 0.448
C 0.96 -4.66 0.45 1.063
C 0.71 -2.16 0.97 0.103
C 3.59 3.30 0.21 1.033
H -5.91 2.18 1.10 0.505
H 3.60 4.59 -1.46 0.548
C -4.65 1.14 -0.36 1.133
H 0.44 -0.32 -5.31 0.383
C -5.58 2.27 0.06 -2.144
H 2.69 -4.66 1.76 0.395
H 3.92 2.33 2.72 0.590
C 2.07 1.10 2.70 -1.043
H -3.87 2.91 1.71 0.590
H 2.87 -5.60 0.29 0.483
S 1.85 -1.53 -0.16 -0.344
N 0.37 -3.45 1.16 0.411
H -5.14 3.25 -0.10 0.487
C 0.53 0.35 -4.46 -0.683
C -2.30 0.38 0.46 -0.041
H 1.67 -1.23 -3.69 0.258
H -4.72 -1.04 -0.44 0.322
H -1.48 2.33 2.89 0.686
H -1.02 -4.44 2.47 0.582
H 0.58 -6.04 2.11 0.498
B -0.13 0.09 2.05 0.702
H 1.97 4.36 -0.82 0.465
H -6.47 2.21 -0.56 0.452
H 2.75 3.10 -1.80 0.431
C 0.35 -5.93 1.05 -2.117
C -5.33 -0.20 -0.11 -1.514
C 0.60 -4.59 -1.03 -1.499
```